--- a ---
The following is a quantum chemistry calculation of a cluster of 2 separate species, C4H3N2O2S in total, from the Open Molecules 2025 dataset.

XYZ file:
```
12
Properties=species:S:1:pos:R:3
C 2.1351 0.0285 -0.3147
C 1.0866 0.8744 -0.5914
C 0.5440 -0.6107 0.8579
C -2.6685 -0.3877 -0.4032
N 1.7927 -0.8953 0.5543
N 0.0939 0.4649 0.2304
O -1.9774 -1.2704 -0.6206
O -1.0872 0.9510 0.5627
S -3.9645 0.4286 -0.0453
H 3.0754 -0.0434 -0.6558
H 0.9243 1.7128 -1.1626
H 0.0455 -1.2526 1.5882
```

Computed properties:
**Total charge**: -1
**LUMO level**: 3.255 eV
**Orbital gap**: 0.247 hartree



--- b ---
The following is a quantum chemistry calculation of the ion C4H3N2O2S with charge -1, from the Open Molecules 2025 dataset.

XYZ file:
```
12
Properties=species:S:1:pos:R:3
C 1.8298 0.0070 -0.2267
C 0.7296 0.8159 0.1113
C 2.0436 -1.3722 -0.1043
C -0.5283 0.4490 0.3012
N -1.7355 0.3736 0.5671
N -2.8903 0.4063 -0.0300
O -3.4966 1.4768 0.0538
O -3.4324 -0.6163 -0.3955
S 0.9892 -2.6439 0.3475
H 2.7542 0.6604 -0.5893
H 0.6915 1.9800 0.2896
H 3.0453 -1.5366 -0.3246
```

Computed properties:
**Total charge**: -1
**LUMO level (spin up / spin down)**: 3.535 / 3.534 eV
**Orbital gap (spin up / spin down)**: 0.247 / 0.247 hartree



Tell me which of them is the most stable. Sure, it is a.